Entry 1:
Below is the molecule C4H7N in a non-equilibrium geometry, with properties calculated with ωB97M-V with the def2-TZVPD basis set.

As for the spin multiplicity: 1. Its SMILES is C=N/C=C/C. The value obtained for the gap between HOMO and LUMO is 9.716 eV. Its relative energy (zero: lowest compared OMol25 entry of this formula, charge and spin) is 179.2 kJ/mol.

The geometry in XYZ format:
```
12
Properties=species:S:1:pos:R:3:mulliken_charge:R:1
C -0.3884 -1.2008 2.0255 -0.208
N 0.3865 -0.5858 1.2468 -0.383
C -0.2065 0.2602 0.2574 -0.101
C 0.1233 0.1566 -1.0291 -0.200
C 0.2661 1.1781 -2.1117 -1.074
H -1.4544 -1.0199 2.1724 0.260
H 0.0598 -1.8931 2.7395 0.253
H -0.5840 1.2332 0.5725 0.313
H 0.4892 -0.8305 -1.3207 0.254
H 0.1574 2.2244 -1.8413 0.324
H -0.5671 0.9732 -2.8027 0.273
H 1.1817 1.0152 -2.6728 0.291
```

---

Entry 2:
Below is C12H17Cu2F3N2O4 as an isolated structure in a non-equilibrium geometry, with properties calculated with ωB97M-V with the def2-TZVPD basis set.

As for the spin multiplicity: 1. The value obtained for the gap between HOMO and LUMO is 6.966 eV.

The geometry in XYZ format:
```
40
Properties=species:S:1:pos:R:3:mulliken_charge:R:1
Cu -0.6695 -0.4682 -0.8049 0.982
Cu -0.2481 1.8325 -2.6725 0.467
O -1.2812 -0.2055 -2.8627 -0.927
H -2.1176 0.0993 -3.2654 0.168
O 0.6673 1.3331 -0.7722 -0.896
H 1.3984 0.6855 -0.7464 0.066
N -0.8691 2.3962 1.3601 0.409
C -0.2398 2.3408 2.5792 -0.427
C -1.0343 2.9651 3.5292 -0.633
C -2.1999 3.3972 2.9388 -0.539
C -2.0277 3.0903 1.5842 -0.554
H -0.4728 1.9902 0.5246 0.211
H 0.7940 2.0283 2.5815 0.401
H -0.8557 2.9658 4.5943 0.383
H -3.0674 3.8591 3.3867 0.412
H -2.6253 3.1622 0.6875 0.460
N -3.5211 -1.5803 -0.0954 0.084
C -2.7461 -2.6295 0.2345 -0.758
C -1.7504 -2.2128 1.1418 -0.422
C -1.9811 -0.8450 1.4696 -0.381
C -3.0229 -0.5088 0.6010 -0.443
H -4.3009 -1.5097 -0.7333 0.200
H -3.0304 -3.6090 -0.1208 0.421
H -0.9959 -2.7950 1.6501 0.445
H -1.4488 -0.1780 2.1315 0.475
H -3.5634 0.4260 0.6233 0.445
C 3.1415 -0.3629 -3.2850 -0.877
C 3.4572 -1.7000 -2.6426 -0.235
O 3.4974 -1.5065 -1.2175 -0.290
C 2.4166 -1.5752 -0.4402 0.132
O 1.2396 -1.7865 -0.8283 -0.512
C 2.6938 -1.2509 1.0147 1.068
F 3.9770 -1.1711 1.2697 -0.241
F 2.1889 -0.0424 1.3240 -0.234
F 2.0556 -2.2290 1.7015 -0.244
H 2.1394 0.0431 -3.1471 0.010
H 3.4140 -0.2824 -4.3373 0.409
H 3.7804 0.3839 -2.8136 0.340
H 4.3861 -2.0726 -3.0744 0.354
H 2.8223 -2.4771 -3.0681 0.272
```

---

Entry 3:
Below is a 2-piece molecular cluster, C19H39FNO3S overall in a non-equilibrium geometry, with properties calculated with ωB97M-V with the def2-TZVPD basis set.

As for the spin multiplicity: 1. The value obtained for the gap between HOMO and LUMO is 4.117 eV. The net charge is -1.

The geometry in XYZ format:
```
64
Properties=species:S:1:pos:R:3:mulliken_charge:R:1
C -5.2613 -4.0857 -3.8764 -0.588
C -3.8452 -4.3836 -4.2216 -0.202
C -2.5107 -3.6566 -3.6094 -0.390
N -2.1515 -4.0470 -2.1938 0.089
C -0.6249 -3.8346 -2.1284 -0.823
C -0.1067 -3.3632 -0.6329 -0.355
C 1.3645 -2.5783 -0.7008 -0.511
C 1.2093 -0.9724 -1.0934 -0.547
C 0.8732 -0.0326 0.2366 -0.716
C 2.2274 0.6604 0.8792 -0.602
C 2.1764 2.2877 0.5235 -0.625
C 1.2166 3.0495 1.6593 -0.516
C 1.8020 4.5691 1.9659 -0.421
C 1.0680 5.1262 3.3508 -0.627
C 0.1762 6.5059 3.0909 -0.435
C -1.4011 6.0472 3.1213 -0.473
C -2.4522 7.2384 2.6810 -0.501
C -2.0610 7.9738 1.2620 -0.846
S -2.5870 -5.6915 -1.8026 1.086
O -4.0971 -5.8604 -1.3743 -0.536
O -2.1403 -6.7488 -2.8597 -0.541
F -1.6883 -6.0929 -0.3559 -0.296
H -6.0829 -4.8272 -4.3104 0.210
H -5.6585 -3.1640 -3.2740 0.224
H -3.6553 -5.2056 -5.0663 0.213
H -1.6511 -3.7790 -4.3949 0.332
H -2.7548 -2.4886 -3.5780 0.350
H -0.3681 -2.9247 -2.8534 0.352
H -0.0288 -4.7599 -2.5650 0.285
H -0.9135 -2.6605 -0.1424 0.227
H 0.0639 -4.2761 0.1127 0.337
H 2.1460 -3.1443 -1.3848 0.274
H 1.8422 -2.5842 0.3892 0.277
H 2.2762 -0.6038 -1.4702 0.337
H 0.4394 -0.7963 -1.9745 0.210
H 0.3106 -0.6153 1.0873 0.325
H 0.1583 0.8199 -0.1443 0.307
H 2.2830 0.5160 2.0618 0.325
H 3.2308 0.2491 0.3809 0.312
H 1.6568 2.3981 -0.5403 0.265
H 3.2450 2.7841 0.4903 0.368
H 0.0883 3.1279 1.3045 0.086
H 1.2945 2.4312 2.6673 0.276
H 2.9897 4.5886 2.0466 0.301
H 1.5186 5.2377 1.0406 0.222
H 0.3978 4.2561 3.7837 0.353
H 1.9071 5.3475 4.1694 0.344
H 0.3507 7.2502 3.9899 0.233
H 0.4962 7.0803 2.1067 0.222
H -1.6320 5.7384 4.2493 0.270
H -1.5991 5.0704 2.4870 0.169
H -2.5638 8.0761 3.5068 0.279
H -3.5180 6.7289 2.5887 0.280
H -2.8407 8.8544 1.0711 0.300
H -0.9847 8.4420 1.2413 0.241
H -2.2412 7.1728 0.4040 0.223
C 2.8375 -5.7740 -0.4699 -0.564
C 4.3727 -5.8285 -0.3768 -0.441
O 4.8015 -4.5775 -0.3367 -0.869
H 2.4998 -5.2550 -1.3760 -0.010
H 2.4318 -6.7917 -0.5061 0.398
H 2.3914 -5.2750 0.3995 0.169
H 4.6900 -6.4647 -1.2179 0.180
H 4.5862 -6.4837 0.4821 0.181
```

---

Entry 4:
Below is a 3-piece molecular cluster, C4H11N3 overall in a non-equilibrium geometry, with properties calculated with ωB97M-V with the def2-TZVPD basis set.

As for the spin multiplicity: 1. The value obtained for the gap between HOMO and LUMO (spin up / spin down) is 6.744 / 6.923 eV. Its relative energy (zero: lowest compared OMol25 entry of this formula, charge and spin) is 754.4 kJ/mol.

The geometry in XYZ format:
```
18
Properties=species:S:1:pos:R:3:mulliken_charge:R:1
C -1.5673 -0.0598 -0.3054 -0.187
C 2.8820 0.8919 0.1032 -1.193
C 0.7510 0.1953 0.7097 0.149
N -1.9008 0.1056 -1.6861 -0.647
N -1.5642 -1.4260 0.1199 -0.596
N 0.6425 -0.5604 1.7914 -0.395
C 0.5498 0.6950 -0.3958 -0.278
H -2.1071 0.5712 0.4049 0.371
H -2.7919 -0.3252 -1.9399 0.200
H -1.9313 1.0808 -1.9563 0.226
H -2.4495 -1.7392 0.5209 0.209
H -1.3437 -2.0516 -0.6496 0.207
H -0.0239 -1.3242 1.6334 0.323
H 0.7638 -0.1173 2.6916 0.228
H 0.5891 1.2214 -1.3215 0.402
H 2.9646 1.9753 0.0843 0.330
H 3.3158 0.4615 1.0017 0.333
H 3.2211 0.4057 -0.8065 0.320
```

---

Entry 5:
Below is the molecule C3H4IN in a non-equilibrium geometry, with properties calculated with ωB97M-V with the def2-TZVPD basis set.

As for the spin multiplicity: 1. The value obtained for the gap between HOMO and LUMO is 7.375 eV. Its relative energy (zero: lowest compared OMol25 entry of this formula, charge and spin) is 369.2 kJ/mol.

The geometry in XYZ format:
```
9
Properties=species:S:1:pos:R:3:mulliken_charge:R:1
C 0.1672 1.4985 0.6263 0.297
C 0.8049 -0.4641 -0.4851 -0.808
C 0.0588 0.0772 0.6378 -0.254
N 0.2826 2.6715 0.6696 -0.423
I -2.2794 -0.3154 0.1191 0.173
H 0.3400 -0.8640 -1.3691 0.364
H 1.5811 0.3331 -0.7721 0.239
H 1.3987 -1.2701 -0.0900 0.273
H -2.3539 -1.6667 0.6635 0.140
```

---

Entry 6:
Below is C4H6N2 as an isolated structure in a non-equilibrium geometry, with properties calculated with ωB97M-V with the def2-TZVPD basis set.

As for the spin multiplicity: 1. The value obtained for the gap between HOMO and LUMO is 9.663 eV. Its relative energy (zero: lowest compared OMol25 entry of this formula, charge and spin) is 169.0 kJ/mol.

The geometry in XYZ format:
```
12
Properties=species:S:1:pos:R:3:mulliken_charge:R:1
C -1.8881 -0.0955 -0.0705 -0.896
C -0.3765 -0.2368 -0.1132 0.477
C 1.5697 -0.8728 -0.0784 -0.226
C 1.7572 0.4715 -0.0975 -0.254
H -2.1700 -0.1677 1.0763 0.226
H -2.3026 -1.1010 -0.7182 0.246
H -2.3746 0.8736 -0.3576 0.304
H 2.6111 -1.3564 0.2105 0.219
H 2.5716 1.2079 -0.1203 0.374
H -0.0389 1.7271 0.2989 0.241
N 0.2553 -1.3126 0.0166 -0.565
N 0.3857 0.8629 -0.0465 -0.146
```